(1)
The following is a quantum chemistry calculation of a single C7H14O molecule at a distorted geometry, from OMol25.

Structure (ORCA input):
```
! RIJCOSX wB97M-V def2-TZVPD def2/J DEFGRID3
* xyz 0 1
O 0.2504 0.2115 -3.5070
H 1.1967 0.2006 -3.6753
C 0.8654 -1.0431 -0.0358
H -0.1470 1.9692 3.6193
C -1.4310 0.8268 2.3442
H 1.8067 0.0806 -1.6089
C -0.0051 -0.6850 -2.4581
H -0.3035 -1.6821 -2.7954
H -1.7763 2.6693 3.3472
H -2.4071 0.7696 1.8925
C 0.2869 0.1386 0.6888
H -0.9979 -1.2302 1.9632
C 1.2246 -0.8332 -1.5042
C -1.1073 1.8388 3.1348
H 1.7860 -1.6995 -1.8680
H 0.9346 0.9643 0.9917
H 0.2798 -0.3998 2.7937
H 0.3376 -1.9824 0.1342
H -0.7687 -0.3225 -1.7659
H -0.4544 0.7212 0.1497
H 1.7991 -1.4157 0.4127
C -0.4583 -0.2788 1.9936
*
```

Calculated values
Energy = -9532.0940 eV
Max |F| = 2.1 eV/Å
Structure (SMILES) = C=CCCCCCO
Gap between HOMO and LUMO = 10.75 eV
ΔE to the lowest compared entry with this formula, charge and spin = 38.6 kcal/mol

=====

(2)
The following is a quantum chemistry calculation of a 2-piece molecular cluster, C7H14O overall at a distorted geometry, from OMol25.

Structure (ORCA input):
```
! RIJCOSX wB97M-V def2-TZVPD def2/J DEFGRID3
* xyz 0 1
C 1.6491 -0.6468 -0.0016
H 1.6439 -0.6660 -1.0989
C 0.2128 -0.3547 0.4144
H -1.1187 1.0118 -1.9811
C -0.0745 0.9662 1.0319
C -0.7933 -1.0929 -0.0759
H 0.0096 -2.3090 -1.7272
H 1.7156 2.0912 1.4027
H -1.7973 -0.7542 0.1399
C -1.2105 1.6495 0.8783
H -1.5076 -2.8774 -1.0676
H 1.8292 -1.7021 0.2268
H -0.1054 -3.1261 -0.2019
H 0.5531 2.2159 2.6896
O -1.3706 0.7580 -2.8800
H -1.9485 1.4471 0.1038
H -0.5345 0.9149 -3.3536
C 0.9729 1.5248 1.9592
C -0.5956 -2.3594 -0.8222
H -1.4754 2.5160 1.4750
H 1.5295 0.7825 2.4976
H 2.4162 0.0108 0.3908
*
```

Calculated values
Energy = -9532.2495 eV
Max |F| = 1.8 eV/Å
Structure (SMILES) = C=C(C)/C(C)=C/C.O
Gap between HOMO and LUMO = 9.28 eV
ΔE to the lowest compared entry with this formula, charge and spin = 35.0 kcal/mol